[1]
Entry from OMol25: a structure of composition C36H27Cl2MgO8S3 (the ωB97M-V functional and the def2-TZVPD basis).

Structure (XYZ):
```
77
Properties=species:S:1:pos:R:3:forces:R:3:mulliken_charge:R:1
Mg -1.250572 -0.161779 -0.103842 -0.8 1.0 1.2 1.37
C 1.996735 0.460410 -7.823952 0.0 0.0 0.1 -1.46
C 1.755626 0.273062 -6.348615 0.1 -0.1 0.0 1.17
C 2.595333 -0.543755 -5.595512 0.0 0.1 0.0 -0.99
C 2.386511 -0.716563 -4.236850 0.0 0.0 0.2 -0.71
C 1.336327 -0.058554 -3.617117 -0.1 -0.3 -0.1 0.85
C 0.469610 0.724892 -4.353990 -0.1 0.1 0.2 -0.43
C 0.688849 0.897290 -5.710980 0.1 0.1 0.0 -0.86
S 1.069798 -0.337071 -1.861958 1.9 1.4 -0.7 -0.14
O -0.111544 0.524893 -1.489952 0.2 0.2 -0.6 0.14
C 2.400224 0.954775 -1.439310 -0.1 -0.1 0.2 0.59
C 3.589423 0.358420 -0.965178 0.0 -0.1 0.0 -0.73
C 4.623063 1.097356 -0.476509 0.1 0.0 0.0 -1.40
C 4.516740 2.503838 -0.398680 -0.2 0.1 -0.1 0.75
C 5.533980 3.296231 0.183033 0.1 0.1 0.0 -0.90
C 5.411275 4.654466 0.256479 0.1 -0.1 0.0 -0.68
C 4.268743 5.285321 -0.271971 -0.1 0.0 -0.1 -0.94
C 3.268748 4.546487 -0.841086 0.0 0.1 0.0 -0.81
C 3.348713 3.131134 -0.904306 0.1 -0.2 0.1 1.17
C 2.284170 2.331736 -1.435184 0.0 -0.2 -0.1 -0.31
C 1.120746 3.074443 -2.017548 -0.2 -0.1 0.3 0.57
C 1.276485 3.719514 -3.280348 -0.2 0.1 -0.1 1.05
C 2.468310 3.606153 -4.035421 0.1 0.0 -0.1 -0.63
C 2.592147 4.226105 -5.246116 0.1 0.0 0.0 -0.97
C 1.534448 4.999780 -5.763711 -0.1 0.1 0.0 -0.71
C 0.368938 5.123060 -5.061160 0.0 0.0 -0.1 -0.93
C 0.202699 4.478645 -3.812709 0.2 -0.1 0.1 1.04
C -1.012106 4.563852 -3.090244 -0.1 0.0 0.1 -1.44
C -1.147602 3.935713 -1.888551 -0.1 0.1 0.0 -0.75
C -0.067751 3.218776 -1.344780 0.3 -0.3 -0.1 0.58
S -0.264146 2.373309 0.248708 0.1 2.0 -0.2 1.10
O -1.639259 1.760793 0.209886 -0.2 0.3 -0.1 -0.99
C -0.593532 3.918680 1.139624 0.1 -0.2 0.2 -0.31
C 0.443005 4.800556 1.399705 0.1 -0.1 -0.1 -0.39
C 0.190121 5.968490 2.101433 0.0 0.0 0.0 -0.95
C -1.088529 6.257105 2.567587 0.0 0.0 0.0 1.22
C -1.370036 7.522713 3.334825 0.0 -0.1 -0.1 -1.52
C -2.110849 5.342980 2.324314 0.1 0.1 0.0 -0.87
C -1.867236 4.175603 1.619155 -0.1 -0.2 -0.1 -0.22
H 2.664365 -0.312555 -8.203909 0.0 0.0 0.0 0.37
H 2.454934 1.433300 -8.019955 0.0 0.0 0.0 0.25
H 1.062352 0.412414 -8.384306 0.0 0.0 0.0 0.36
H 3.415257 -1.061149 -6.080885 0.0 0.0 0.0 0.32
H 3.022504 -1.373006 -3.653246 0.0 0.0 -0.1 0.44
H -0.386232 1.166712 -3.858370 0.0 0.1 0.0 0.58
H 0.020912 1.532674 -6.282890 0.0 0.0 0.0 0.38
H 3.651999 -0.725142 -0.986060 0.0 0.0 0.1 0.63
H 5.531572 0.627715 -0.117038 -0.1 -0.1 0.0 0.36
H 6.412404 2.799399 0.578789 0.0 0.0 0.0 0.42
H 6.189088 5.249582 0.718519 0.0 0.0 0.0 0.39
H 4.182389 6.363897 -0.220967 0.0 0.0 0.0 0.43
H 2.393093 5.041094 -1.240470 0.0 0.0 0.0 0.60
H 3.278103 3.002390 -3.644791 0.0 0.0 0.0 0.49
H 3.504555 4.121151 -5.820054 0.0 0.0 0.0 0.45
H 1.646885 5.493105 -6.721293 0.0 0.0 0.0 0.39
H -0.451334 5.712174 -5.455416 0.0 0.0 0.0 0.43
H -1.830437 5.140681 -3.505261 0.0 0.0 0.0 0.37
H -2.076548 3.974665 -1.332483 0.0 0.0 0.0 0.56
H 1.445141 4.566895 1.059136 0.0 0.1 0.0 0.40
H 0.997696 6.664152 2.299221 0.0 0.0 0.0 0.33
H -0.456474 8.093830 3.494648 0.0 0.0 0.0 0.33
H -1.812466 7.293101 4.305313 0.0 0.0 0.0 0.35
H -2.076220 8.150424 2.787779 0.0 0.0 0.0 0.32
H -3.105963 5.548493 2.702561 0.0 0.0 0.0 0.37
H -2.645103 3.443703 1.441567 0.0 0.0 0.0 0.50
Cl 1.749079 -2.167818 2.527346 0.2 -0.1 0.0 -0.21
C -0.002135 -2.008973 2.608831 -0.2 0.3 -0.3 0.36
Cl -0.560828 -2.069545 4.287471 -0.1 0.0 0.3 -0.23
C -0.514090 -0.703701 1.936601 0.4 -0.3 1.5 0.52
O 0.312841 0.154871 1.581227 -0.1 -0.3 -0.2 -0.67
O -1.755206 -0.636928 1.756622 0.0 -0.4 0.4 -0.72
H -0.439442 -2.846066 2.080195 0.0 0.0 0.0 0.20
O -0.282669 -1.961908 -0.222672 -0.1 -0.1 0.0 -0.55
S -1.158183 -2.186991 -1.415028 -0.1 -2.1 -1.3 1.09
O -0.319681 -1.800144 -2.603436 -0.5 -0.2 0.0 -0.64
O -2.285144 -1.211807 -1.267919 -0.5 -0.4 -0.6 -0.82
O -1.622625 -3.541287 -1.530451 -0.1 -0.1 0.0 -0.75
```
Positions in Å, forces in eV/Å.

- total charge = -1
- lowest unoccupied orbital energy (Ha) = 0.07891
- gap between HOMO and LUMO (eV) = 8.29
- E_HOMO (Ha) = -0.226
- E (Ha) = -4305.2632
- energy above the lowest of the compared OMol25 structures with the same formula, charge and spin (kcal per mole) = 0.0

[2]
Entry from OMol25: a structure of composition C37H34N9O4RuSSe (the ωB97M-V functional and the def2-TZVPD basis).

Structure (XYZ):
```
87
Properties=species:S:1:pos:R:3:forces:R:3:mulliken_charge:R:1
Ru -1.859099 -1.088876 -0.282101 1.0 -1.3 -0.1 1.25
C 8.562101 8.215524 -0.667301 -0.1 0.3 0.0 -0.84
O 8.652801 6.804424 -0.675001 0.6 -0.1 0.0 -0.45
C 7.555401 6.059524 -0.672701 -0.8 -0.7 0.0 0.86
C 7.760501 4.662624 -0.680101 0.2 0.6 0.0 -0.81
C 6.695801 3.801724 -0.702901 -0.5 0.3 0.0 -0.48
C 5.378901 4.294624 -0.720001 0.8 0.7 0.0 0.48
C 5.179601 5.684424 -0.703301 -0.1 -0.8 0.0 -0.81
C 6.239301 6.555524 -0.675901 0.7 0.2 0.0 -0.43
C 4.228001 3.439324 -0.761701 -0.6 -0.2 0.0 0.21
N 2.978601 3.872524 -0.783601 0.2 0.4 0.0 -0.84
C 2.196601 2.775724 -0.817801 0.8 -1.3 0.0 0.66
C 2.996601 1.619024 -0.816101 -1.1 0.6 0.0 0.06
N 4.278701 2.066424 -0.781401 0.2 0.2 0.0 -0.14
C 2.460201 0.313124 -0.866401 -0.4 0.1 0.0 0.53
C 3.228901 -0.860176 -0.899601 -0.3 -0.2 0.0 -0.88
C 2.584601 -2.069476 -0.982401 0.1 0.4 0.0 -0.84
C 1.191201 -2.079976 -1.027501 0.1 -0.6 -0.1 0.23
N 0.451001 -0.994176 -0.974801 -0.6 -0.1 0.3 0.00
C 1.043101 0.204724 -0.888201 0.7 0.3 0.0 -0.33
C 0.203301 1.381624 -0.829501 0.2 0.5 0.0 -0.02
N -1.133199 1.208424 -0.763601 -0.3 -0.4 0.0 0.68
C -1.909699 2.276724 -0.740401 -0.1 0.1 0.0 -0.20
C -1.430899 3.587924 -0.783001 0.3 0.0 0.0 -1.21
C -0.071299 3.795124 -0.811301 -0.2 -0.2 0.0 -0.60
C 0.774301 2.679524 -0.823801 0.0 -0.5 0.0 0.43
H 9.587201 8.581624 -0.666401 -0.1 0.0 0.0 0.24
H 8.047001 8.570724 0.228899 0.0 0.0 0.0 0.35
H 8.044001 8.585124 -1.556301 0.0 0.0 0.0 0.34
H 8.777801 4.301824 -0.677101 0.1 0.0 0.0 0.43
H 6.893701 2.741324 -0.711601 0.0 -0.2 0.0 0.27
H 4.166701 6.051224 -0.719401 -0.1 0.1 0.0 0.48
H 6.052001 7.617124 -0.669301 0.0 0.1 0.0 0.42
H 5.111001 1.499824 -0.766801 0.0 0.1 0.0 0.18
H 4.306101 -0.810676 -0.865801 0.1 0.0 0.0 0.47
H 3.127201 -2.999876 -1.016201 0.0 -0.1 0.0 0.51
H 0.655701 -3.014876 -1.100701 0.0 0.1 0.0 -0.05
H -2.977499 2.115724 -0.668601 0.1 0.0 0.0 0.43
H -2.129699 4.410224 -0.781701 0.0 0.0 0.0 0.50
H 0.366001 4.781624 -0.816101 0.0 0.1 0.0 0.63
C 0.756101 -7.617276 -1.074701 0.3 0.0 0.0 -0.80
O -0.645899 -7.800476 -1.032001 -0.5 0.0 0.0 -0.43
C -1.440499 -6.730776 -0.937601 -0.3 0.3 0.0 0.53
C -2.826099 -6.977076 -0.783601 0.0 0.0 0.0 -1.01
C -3.707899 -5.932176 -0.630301 0.1 -0.3 0.0 -0.73
C -3.265499 -4.609776 -0.551801 0.8 0.9 0.0 0.61
C -4.126799 -3.491076 -0.211101 -0.2 -0.9 -0.2 0.49
C -5.538699 -3.463176 -0.722201 0.0 0.2 0.3 -1.37
O -3.710399 -2.540876 0.465699 0.2 0.6 0.1 -0.39
C -1.868399 -4.328376 -0.756601 -1.0 -1.9 0.3 -0.08
O -1.396499 -3.143476 -0.780901 0.3 2.4 0.0 -0.50
C -0.997699 -5.420576 -0.983101 0.1 0.3 0.0 -0.30
H 1.186901 -8.612776 -0.998201 0.0 0.1 0.0 0.25
H 1.093001 -7.006376 -0.232501 0.0 0.0 0.0 0.35
H 1.068101 -7.161276 -2.018001 0.0 0.0 0.0 0.33
H -3.169999 -7.998776 -0.776801 0.0 -0.1 0.0 0.48
H -4.757199 -6.145276 -0.486701 0.0 -0.1 0.0 0.30
H -6.076799 -4.380876 -0.506201 -0.1 -0.1 0.0 0.52
H -5.501299 -3.356576 -1.805601 0.0 -0.1 -0.1 0.29
H -6.068799 -2.612076 -0.297201 0.0 -0.1 0.0 0.27
H 0.034501 -5.183376 -1.183801 0.1 0.0 0.0 0.44
Se -4.221999 -0.543076 -3.677701 0.1 0.1 0.8 0.37
N -5.564699 0.388824 -3.075001 -0.6 0.3 -0.1 -0.79
C -5.456699 0.545424 -1.760501 0.8 -0.5 -0.5 0.41
C -6.341499 1.208424 -0.893901 -0.2 0.3 0.9 -0.52
C -6.030599 1.211024 0.446799 -0.7 0.3 -0.8 -0.95
C -4.842299 0.626724 0.907299 1.1 -0.5 -0.3 -0.48
N -3.961199 0.039924 0.114299 0.0 0.2 0.7 0.41
C -4.278499 -0.049276 -1.189101 -0.7 0.0 -1.4 0.69
N -3.494999 -0.695376 -2.057701 0.2 0.2 0.7 -0.32
H -7.221699 1.697324 -1.274801 -0.2 0.0 -0.1 0.55
H -6.683099 1.692624 1.158399 0.0 0.0 0.0 0.47
H -4.595599 0.659624 1.960599 0.1 0.0 0.0 0.48
C 0.208201 -0.074376 4.714099 0.5 0.1 0.0 -0.90
N -1.118199 -0.594876 4.482199 -0.6 -0.3 0.1 -0.18
C -1.558899 -0.931076 3.276199 0.0 0.1 -0.2 0.76
S -0.526999 -0.721176 1.932999 0.0 0.0 -0.6 -0.38
N -2.781599 -1.413676 3.090199 -0.2 -0.1 -0.3 0.47
C -3.750599 -1.655676 4.134799 0.0 0.1 0.3 -1.17
H 0.253501 0.389124 5.693399 -0.1 0.0 0.1 0.35
H 0.439701 0.669724 3.954499 0.0 0.0 0.1 0.31
H 0.955201 -0.866276 4.654299 0.0 0.0 0.0 0.32
H -1.671199 -0.844076 5.289899 0.0 0.1 -0.1 0.25
H -3.024699 -1.689076 2.140099 0.1 -0.1 0.5 -0.28
H -4.098899 -0.718776 4.575999 0.0 0.0 0.0 0.41
H -3.335599 -2.284576 4.925199 -0.1 -0.1 0.0 0.44
H -4.599699 -2.171776 3.698199 0.0 0.0 0.0 0.31
```
Positions in Å, forces in eV/Å.

- total charge = +2
- <S²> = 8.770
- lowest unoccupied orbital energy (alpha / beta) (Ha) = -0.24804 / -0.26637
- gap between HOMO and LUMO (alpha / beta) (eV) = 4.52 / 4.02
- E_HOMO (alpha / beta) (Ha) = -0.414 / -0.414
- E (Ha) = -5118.1439
- spin multiplicity = 6
- energy above the lowest of the compared OMol25 structures with the same formula, charge and spin (kcal per mole) = 0.0

[3]
Entry from OMol25: an isolated molecule of C6H11N (the ωB97M-V functional and the def2-TZVPD basis).

Structure (XYZ):
```
18
Properties=species:S:1:pos:R:3:forces:R:3:mulliken_charge:R:1
C 0.259489 -1.312222 2.780268 -0.8 2.3 1.9 -0.84
C -0.803446 -0.663753 2.169536 2.1 -1.4 -2.5 0.01
N -0.637709 0.489036 1.360042 -1.7 -0.7 0.3 -0.18
C -1.271392 0.855906 0.080577 -2.7 -1.2 1.2 -0.86
C -0.749591 0.219006 -1.187237 3.3 -0.9 -1.0 -0.12
C 0.608596 0.195859 -1.384369 -1.7 1.1 2.0 0.06
C 1.462664 -0.038768 -2.574800 1.1 2.1 -1.5 -1.14
H 1.056037 -0.627732 3.269863 -0.8 -1.3 -1.4 0.20
H 0.132391 -2.277344 3.299481 -0.2 0.7 -0.3 0.29
H -1.678595 -1.260545 1.901941 0.0 0.3 0.1 0.32
H 0.072987 1.082380 1.636670 1.6 1.1 0.5 0.24
H -2.427779 0.814982 0.250999 1.9 -0.4 -0.7 0.33
H -1.116548 1.882703 -0.147954 0.3 1.2 0.7 0.32
H -1.322096 -0.091179 -2.046785 -0.8 -0.1 0.2 0.38
H 1.146800 0.679682 -0.532528 -0.1 -0.7 -0.6 0.12
H 1.241356 0.764413 -3.335010 -0.3 -0.8 0.4 0.26
H 2.528188 0.249082 -2.416969 -0.6 -0.6 0.6 0.31
H 1.498648 -0.961507 -3.123725 -0.5 -0.7 0.2 0.31
```
Positions in Å, forces in eV/Å.

- total charge = 0
- SMILES string = C=CNC/C=C/C
- lowest unoccupied orbital energy (Ha) = 0.04042
- gap between HOMO and LUMO (eV) = 8.96
- E_HOMO (Ha) = -0.289
- E (Ha) = -289.8578
- energy above the lowest of the compared OMol25 structures with the same formula, charge and spin (kcal per mole) = 71.4

[4]
Entry from OMol25: an isolated molecule of C4H4O (the ωB97M-V functional and the def2-TZVPD basis).

Structure (XYZ):
```
9
Properties=species:S:1:pos:R:3:forces:R:3:mulliken_charge:R:1
C -0.997577 -1.064872 -0.160553 -0.4 -0.1 -0.4 -0.61
C -0.724625 0.223102 0.197869 -3.0 -0.6 -1.8 -0.12
C 0.595362 1.026487 0.126472 -3.4 1.9 0.6 -0.53
C 1.739851 0.452784 0.269382 2.1 -1.3 -1.2 0.70
O 2.762705 -0.093039 0.141974 -0.5 0.4 0.8 -0.37
H -2.008947 -1.614798 -0.522550 2.1 2.1 1.6 0.18
H -0.195571 -1.741624 -0.245470 1.1 -0.9 -0.3 0.27
H -1.811012 0.623946 0.204107 2.4 1.2 0.4 0.23
H 0.639816 2.188016 -0.011235 -0.4 -2.5 0.4 0.26
```
Positions in Å, forces in eV/Å.

- total charge = 0
- SMILES string = C=CC=C=O
- lowest unoccupied orbital energy (Ha) = 0.02430
- gap between HOMO and LUMO (eV) = 9.38
- E_HOMO (Ha) = -0.321
- E (Ha) = -229.9478
- energy above the lowest of the compared OMol25 structures with the same formula, charge and spin (kcal per mole) = 50.3

Among the records above, which one has the highest total charge? C37H34N9O4RuSSe

Which of these has the lowest total charge? C36H27Cl2MgO8S3

Which of these has the lowest E? C37H34N9O4RuSSe